# 1
Density functional theory data (ωB97M-V with the def2-TZVPD basis set) for a molecular structure, C6H18Cu2O7P.

```
! wB97M-V def2-TZVPD RIJCOSX def2/J DEFGRID3
* xyz -1 1
Cu -18.774 9.729 11.892
Cu -17.060 9.534 14.098
O -17.537 7.366 14.421
H -17.333 7.023 15.297
O -16.703 9.298 11.925
H -15.854 9.047 11.565
O -19.261 10.032 13.877
H -19.552 10.880 14.221
C -16.618 13.423 12.835
C -15.222 12.967 12.445
O -14.234 13.030 13.510
P -14.392 12.085 14.764
O -15.611 11.289 14.666
O -14.336 13.068 15.987
C -14.317 12.549 17.344
C -14.244 13.724 18.290
O -13.049 11.253 14.823
C -12.848 10.250 13.827
C -11.434 10.401 13.258
H -16.936 14.245 12.185
H -17.351 12.629 12.722
H -16.559 13.869 13.827
H -15.179 11.959 12.023
H -14.773 13.547 11.635
H -15.217 11.961 17.539
H -13.468 11.865 17.403
H -14.564 13.331 19.267
H -13.231 14.090 18.433
H -15.008 14.478 18.116
H -12.959 9.252 14.259
H -13.587 10.201 13.022
H -10.782 10.706 14.075
H -11.079 9.459 12.841
H -11.476 11.130 12.449
*
```

Properties
HOMO: -2.55 eV
frontier orbital gap: 5.253 eV

# 2
Density functional theory data (ωB97M-V with the def2-TZVPD basis set) for a molecular structure, C6H18CuN4O6.

```
! wB97M-V def2-TZVPD RIJCOSX def2/J DEFGRID3
* xyz -1 1
Cu 8.594 7.266 9.494
O 5.906 4.480 9.136
C 7.092 3.950 9.810
C 7.551 5.059 10.704
O 7.094 6.149 10.122
H 7.836 3.785 9.008
H 6.928 2.998 10.312
H 8.628 5.134 10.939
H 6.972 4.798 11.616
C 9.704 9.529 9.158
O 9.942 8.319 8.942
N 10.830 10.405 9.002
N 8.473 9.948 9.331
H 11.679 9.839 9.029
H 10.869 11.155 9.658
H 8.351 10.919 9.138
H 5.657 5.383 9.198
C 5.921 7.795 5.890
O 5.148 7.615 4.894
N 5.759 8.904 6.641
N 6.931 6.931 6.241
H 5.010 9.513 6.369
H 6.106 9.091 7.615
H 6.956 5.933 6.002
H 7.147 6.944 7.254
C 11.790 6.880 5.846
C 10.919 6.623 4.582
O 9.546 7.104 4.566
O 11.461 8.076 6.506
H 12.873 6.772 5.626
H 11.585 6.077 6.551
H 10.767 5.544 4.521
H 11.457 7.041 3.736
H 9.447 7.821 5.236
H 11.061 7.947 7.408
*
```

Properties
HOMO: -4.89 eV
frontier orbital gap: 7.980 eV

# 3
Density functional theory data (ωB97M-V with the def2-TZVPD basis set) for a molecular structure, C6H18F2O3Pb2.

```
! wB97M-V def2-TZVPD RIJCOSX def2/J DEFGRID3
* xyz 2 1
Pb -1.412 9.028 -0.070
Pb 1.328 5.015 4.734
F -1.890 8.207 4.462
F -1.118 4.522 0.691
C 2.454 -2.335 3.393
C 3.482 -1.223 3.616
O 3.113 0.067 3.042
H 2.898 -3.282 3.702
H 2.112 -2.408 2.361
H 1.592 -2.126 4.027
H 4.430 -1.498 3.154
H 3.694 -1.129 4.681
H 2.744 -0.065 2.165
C 1.866 -0.839 -4.838
C 1.245 0.455 -4.252
O 1.539 0.519 -2.843
H 1.492 -0.967 -5.854
H 1.662 -1.751 -4.278
H 2.956 -0.852 -4.831
H 0.170 0.433 -4.431
H 1.628 1.351 -4.741
H 0.866 1.114 -2.503
C -4.261 -2.139 -0.757
C -3.918 -1.128 0.366
O -4.572 0.072 0.074
H -5.295 -2.484 -0.736
H -3.681 -3.053 -0.630
H -4.016 -1.746 -1.744
H -2.843 -1.005 0.498
H -4.319 -1.532 1.295
H -3.948 0.780 0.248
*
```

Properties
HOMO: -12.78 eV
frontier orbital gap: 1.632 eV
relative energy (zero: lowest compared OMol25 entry of this formula, charge and spin): 1.3 kcal per mole

# 4
Density functional theory data (ωB97M-V with the def2-TZVPD basis set) for a molecular structure, C6H18IO4.

```
! wB97M-V def2-TZVPD RIJCOSX def2/J DEFGRID3
* xyz -1 1
I 0.383 0.182 -0.533
C 3.098 0.397 -1.930
C 2.118 0.616 -3.149
O 1.032 -0.252 -3.026
H 2.569 0.463 -0.979
H 3.711 1.297 -1.971
H 3.820 -0.406 -2.081
H 2.615 0.385 -4.091
H 1.747 1.641 -3.168
H 0.721 -0.124 -2.126
C -1.243 1.311 2.230
C 0.090 0.652 2.448
O 1.022 1.421 1.628
H -1.796 0.968 1.356
H -1.209 2.397 2.310
H -2.004 1.067 2.971
H -0.104 -0.405 2.267
H 0.466 0.788 3.462
H 1.019 1.025 0.753
C -2.571 -0.834 0.344
C -1.778 -2.086 0.734
O -0.435 -1.800 1.162
O -2.094 -0.531 -0.951
H -2.373 -0.072 1.098
H -3.644 -1.006 0.258
H -1.726 -2.865 -0.027
H -2.310 -2.503 1.590
H 0.085 -1.563 0.390
H -1.207 -0.163 -0.969
*
```

Properties
HOMO: -4.06 eV
frontier orbital gap: 7.496 eV
relative energy (zero: lowest compared OMol25 entry of this formula, charge and spin): 198.7 kcal per mole

# 5
Density functional theory data (ωB97M-V with the def2-TZVPD basis set) for a molecular structure, C6H18KN3O5PS.

```
! wB97M-V def2-TZVPD RIJCOSX def2/J DEFGRID3
* xyz -1 1
K -4.611 0.318 4.902
S -2.189 -2.130 5.059
O -3.071 -2.469 6.137
O -3.018 -1.687 3.922
O -1.172 -1.240 5.554
O -1.554 -3.374 4.808
O -2.196 2.325 4.893
P -1.966 3.313 3.792
N -0.777 4.506 4.285
C -0.621 4.668 5.701
C -0.259 5.498 3.321
N -3.345 4.118 3.350
C -4.577 3.386 3.131
C -3.519 5.571 3.193
N -1.540 2.604 2.251
C -0.888 1.234 2.239
C -1.453 3.317 0.931
H 0.377 5.051 5.915
H -0.654 3.711 6.222
H -1.342 5.335 6.174
H -0.306 6.496 3.755
H -0.767 5.554 2.358
H 0.727 5.160 2.999
H -5.027 3.098 4.082
H -5.378 3.801 2.519
H -4.339 2.483 2.569
H -3.003 5.851 2.274
H -4.584 5.799 3.180
H -3.162 6.187 4.019
H -0.719 0.668 1.323
H 0.157 1.319 2.535
H -1.445 0.598 2.927
H -1.655 2.550 0.183
H -0.440 3.706 0.831
H -2.223 4.085 0.857
*
```

Properties
HOMO: -1.98 eV
frontier orbital gap: 3.476 eV

# 6
Density functional theory data (ωB97M-V with the def2-TZVPD basis set) for a molecular structure, C6H18N3.

```
! wB97M-V def2-TZVPD RIJCOSX def2/J DEFGRID3
* xyz 1 1
C 2.522 1.591 -1.542
C -2.208 1.841 -0.524
C -2.383 0.143 1.242
C 2.288 0.979 -0.211
C -2.422 0.639 -0.169
C 0.861 0.715 0.102
N -0.125 -2.881 1.358
N 0.089 -0.301 -0.012
N 0.647 -1.535 -0.574
H 3.568 1.609 -1.589
H 2.065 2.608 -1.644
H 2.139 0.907 -2.337
H -2.419 2.315 -1.515
H -1.881 2.659 0.111
H 0.194 -1.613 -1.440
H -1.697 -0.676 1.398
H -3.470 -0.204 1.401
H -2.152 0.979 1.824
H 2.874 0.004 -0.435
H 2.668 1.445 0.675
H -2.817 -0.034 -0.935
H 0.229 1.501 0.466
H 0.584 -3.613 1.219
H 0.037 -2.374 2.230
H -1.112 -3.118 1.208
H 1.663 -1.266 -0.757
H 0.259 -2.318 0.449
*
```

Properties
HOMO: -12.46 eV
frontier orbital gap: 9.282 eV
relative energy (zero: lowest compared OMol25 entry of this formula, charge and spin): 106.0 kcal per mole

# 7
Density functional theory data (ωB97M-V with the def2-TZVPD basis set) for C6H18N3P3 in the gas phase.

```
! wB97M-V def2-TZVPD RIJCOSX def2/J DEFGRID3
* xyz 0 1
C 2.396 0.829 1.797
P 1.525 0.378 0.373
C 2.437 1.027 -1.065
N 1.657 -1.280 0.301
P 0.415 -2.392 -0.019
C 0.501 -2.112 -1.786
P -1.311 -0.553 0.443
C -0.939 -0.659 2.172
N -2.737 0.189 0.378
C -3.918 -0.010 -0.355
N -0.160 0.612 -0.120
C -0.334 1.837 -0.874
H 2.205 0.411 2.761
H 2.804 1.811 1.835
H 2.004 1.948 -1.456
H 3.435 1.256 -0.599
H 2.524 0.335 -1.889
H 2.301 -1.543 1.118
H 1.464 -2.546 -2.273
H 0.549 -0.983 -2.055
H -0.467 -2.554 -2.257
H -1.540 -0.054 2.795
H 0.161 -0.441 2.417
H -0.800 -1.679 2.420
H -4.153 -1.151 -0.440
H -4.613 0.363 0.437
H -4.252 0.463 -1.321
H -1.404 2.067 -0.617
H 0.232 2.615 -0.218
H 0.016 1.817 -1.905
*
```

Properties
HOMO: -7.59 eV
frontier orbital gap: 7.436 eV
SMILES string: C=[P@@]1(C)NP(C)[P@](C)(=NC)N1C
relative energy (zero: lowest compared OMol25 entry of this formula, charge and spin): 52.5 kcal per mole

# 8
Density functional theory data (ωB97M-V with the def2-TZVPD basis set) for C6H18N3PS in the gas phase.

```
! wB97M-V def2-TZVPD RIJCOSX def2/J DEFGRID3
* xyz 0 3
C 0.374 0.042 3.583
C -2.124 0.641 -1.625
C 0.694 -2.744 -1.575
C 0.516 1.161 2.558
C -0.836 0.048 -2.218
C -0.004 -1.634 -0.706
N 0.656 2.319 -1.003
N -0.082 1.032 1.305
N 0.125 -0.347 -1.273
P 0.850 0.867 -0.168
S 2.761 0.469 0.231
H 0.603 -0.959 3.120
H 0.879 0.268 4.577
H -0.672 -0.077 4.083
H -2.873 1.151 -2.439
H -2.830 -0.124 -1.267
H -1.736 1.329 -0.926
H 1.735 -2.536 -1.641
H 0.765 -3.819 -1.078
H 0.119 -2.798 -2.550
H 0.197 2.110 3.109
H 1.600 1.141 2.400
H -0.813 -0.838 -2.806
H -0.410 0.979 -2.820
H -1.083 -1.907 -0.483
H 0.636 -1.708 0.204
H 0.209 3.109 -0.601
H 1.600 2.426 -1.208
H -0.857 0.400 1.214
*
```

Properties
HOMO (alpha / beta): -3.17 / -8.98 eV
frontier orbital gap (alpha / beta): 4.012 / 6.315 eV

# 9
Density functional theory data (ωB97M-V with the def2-TZVPD basis set) for 2 unconnected molecules or ions with the total composition C6H18N4.

```
! wB97M-V def2-TZVPD RIJCOSX def2/J DEFGRID3
* xyz 0 1
H 1.388 -2.160 1.786
N 2.107 -2.236 1.070
C 2.015 -1.345 0.165
C 2.985 -1.419 -0.981
N 1.404 -0.089 0.362
C 1.584 1.076 -0.468
N 0.839 0.092 1.633
H 2.465 -1.347 -1.935
H 3.525 -2.358 -0.914
H 3.724 -0.622 -0.927
H 0.661 1.659 -0.434
H 2.424 1.698 -0.128
H 1.749 0.795 -1.505
H -0.178 0.070 1.499
H 1.307 0.838 2.150
C -2.361 2.063 0.787
C -2.278 1.028 -0.320
N -1.735 -0.298 0.156
C -1.813 -1.329 -0.865
H -2.743 3.004 0.396
H -1.375 2.256 1.204
H -3.020 1.730 1.586
H -1.639 1.379 -1.135
H -3.281 0.890 -0.755
H -2.267 -0.592 0.972
H -1.465 -2.274 -0.452
H -2.834 -1.478 -1.240
H -1.189 -1.034 -1.708
*
```

Properties
HOMO: -8.09 eV
frontier orbital gap: 8.940 eV
SMILES string: [H]/N=C(/C)N(C)N.CCNC
relative energy (zero: lowest compared OMol25 entry of this formula, charge and spin): 36.5 kcal per mole

# 10
Density functional theory data (ωB97M-V with the def2-TZVPD basis set) for 2 unconnected molecules or ions with the total composition C6H18N4O.

```
! wB97M-V def2-TZVPD RIJCOSX def2/J DEFGRID3
* xyz 2 1
C -1.081 -0.313 -0.342
C 2.089 -3.018 -1.258
C -1.399 4.109 -0.506
C 0.313 -0.984 2.981
C 1.486 -1.590 -1.145
C -0.024 -0.826 0.592
N -1.679 -1.355 -0.970
N 1.075 -1.463 0.267
N -1.228 0.937 -0.452
N -0.379 3.297 0.280
O -0.429 -0.662 1.814
H 1.297 -3.692 -1.428
H 2.605 -3.036 -2.149
H 2.810 -3.046 -0.478
H -2.385 3.945 -0.033
H -0.991 5.153 -0.689
H -1.528 3.823 -1.593
H 1.054 -0.232 3.025
H 0.887 -1.819 3.024
H -0.274 -1.027 3.785
H 2.209 -0.971 -1.529
H 0.761 -1.546 -1.884
H -1.823 -2.324 -0.666
H -2.335 -1.307 -1.729
H 1.673 -2.026 0.839
H -0.670 2.213 0.003
H -2.042 1.009 -1.031
H -0.589 3.182 1.256
H 0.597 3.568 0.017
*
```

Properties
HOMO: -18.14 eV
frontier orbital gap: 10.730 eV
relative energy (zero: lowest compared OMol25 entry of this formula, charge and spin): 0.0 kcal per mole

# 11
Density functional theory data (ωB97M-V with the def2-TZVPD basis set) for 2 unconnected molecules or ions with the total composition C6H18NO.

```
! wB97M-V def2-TZVPD RIJCOSX def2/J DEFGRID3
* xyz 0 2
C -0.441 -1.630 -1.210
C -0.249 -1.043 0.159
C 0.602 0.208 0.285
C -0.160 1.443 -0.207
C -1.351 1.835 0.684
C -0.981 2.022 2.144
N 0.354 -2.091 1.139
H 0.441 -2.103 -1.622
H -0.536 -0.819 -1.932
H -1.359 -2.211 -1.264
H -1.167 -0.890 0.710
H 1.563 0.147 -0.225
H 0.915 0.409 1.308
H 0.477 2.327 -0.282
H -0.499 1.306 -1.238
H -2.146 1.097 0.538
H -1.811 2.742 0.298
H -0.870 1.090 2.703
H -0.062 2.593 2.281
H -1.760 2.606 2.642
H -0.399 -2.694 1.555
H 0.900 -1.605 1.880
H 1.034 -2.713 0.650
H 2.505 -0.900 -2.580
H 2.098 0.566 -2.656
O 1.747 -0.327 -2.741
*
```

Properties
HOMO (alpha / beta): -3.38 / -11.40 eV
frontier orbital gap (alpha / beta): 3.912 / 11.865 eV
relative energy (zero: lowest compared OMol25 entry of this formula, charge and spin): 15.5 kcal per mole

# 12
Density functional theory data (ωB97M-V with the def2-TZVPD basis set) for 2 unconnected molecules or ions with the total composition C6H18NO.

```
! wB97M-V def2-TZVPD RIJCOSX def2/J DEFGRID3
* xyz 1 1
C 2.054 -0.516 1.042
C 1.329 0.792 1.244
C -0.220 0.601 1.037
C -0.861 -0.778 1.133
C -2.008 -1.114 0.171
C -1.727 -1.729 -1.192
N 1.807 1.847 0.089
H 2.366 -0.581 -0.081
H 1.620 -1.482 1.216
H 3.012 -0.538 1.745
H 1.629 1.413 2.115
H -0.471 1.129 0.097
H -0.691 1.307 1.794
H -0.043 -1.643 1.203
H -1.264 -1.027 2.241
H -2.749 -0.313 0.068
H -2.593 -1.914 0.757
H -2.584 -1.915 -1.800
H -1.282 -1.063 -1.844
H -1.018 -2.584 -1.294
H 2.415 1.261 -0.579
H 2.484 2.441 0.559
H 1.031 2.273 -0.423
H -0.265 2.036 -3.166
H -1.233 0.741 -3.351
O -0.736 1.357 -2.782
*
```

Properties
HOMO: -13.95 eV
frontier orbital gap: 10.607 eV
relative energy (zero: lowest compared OMol25 entry of this formula, charge and spin): 64.1 kcal per mole